Here is a structure of composition C25H23Cl2N2O3PS2Tc at a distorted geometry from the Open Molecules 2025 dataset. Energies are from ωB97M-V/def2-TZVPD.

As for the total charge: +2. As for the HOMO energy (spin up / spin down): -13.9002 / -13.8247 eV. The calculation puts the frontier orbital gap (spin up / spin down) at 6.6 / 5.4 eV. Its multiplicity is 4. As for the largest force on an atom: 1.7 eV/Å. As for the total energy: -3440.07347 Ha.

```
59
Properties=species:S:1:pos:R:3:forces:R:3
Tc 0.062 0.918 -1.271 1.162 -0.270 0.218
O -1.755 3.694 0.874 -0.020 0.179 0.240
C -1.651 2.514 0.710 0.035 0.089 -0.466
O -1.270 2.052 -0.501 -0.493 0.136 0.268
C -1.946 1.502 1.760 0.009 -0.094 0.184
C -2.623 1.979 2.878 -0.012 0.044 -0.028
C -2.945 1.135 3.928 0.040 -0.059 -0.037
C -2.566 -0.197 3.885 0.006 0.040 -0.065
C -1.868 -0.682 2.789 -0.016 -0.029 0.108
C -1.563 0.155 1.716 0.012 0.112 -0.037
P -0.709 -0.661 0.358 0.043 -0.319 0.105
C -1.894 -1.692 -0.517 -0.007 0.071 0.006
C -3.238 -1.670 -0.146 -0.075 0.052 0.006
C -4.159 -2.433 -0.848 0.041 0.021 0.045
C -3.748 -3.213 -1.916 0.060 -0.015 -0.032
C -2.411 -3.231 -2.297 -0.085 0.025 0.064
C -1.486 -2.470 -1.605 0.129 -0.069 -0.087
C 0.587 -1.648 1.120 -0.046 0.008 0.027
C 0.791 -2.987 0.803 0.047 -0.014 -0.080
C 1.812 -3.693 1.425 -0.047 0.065 -0.001
C 2.617 -3.072 2.365 -0.021 0.032 -0.010
C 2.399 -1.740 2.703 -0.031 -0.021 -0.010
C 1.386 -1.029 2.086 0.008 0.038 0.014
H -2.891 3.025 2.904 -0.017 0.021 0.002
H -3.483 1.519 4.782 -0.035 0.041 0.058
H -2.807 -0.860 4.702 -0.005 -0.046 0.044
H -1.560 -1.719 2.780 0.011 -0.022 -0.032
H -3.571 -1.065 0.685 -0.014 0.015 0.017
H -5.198 -2.419 -0.554 -0.067 0.006 0.023
H -4.469 -3.810 -2.455 -0.039 -0.033 -0.039
H -2.092 -3.841 -3.128 0.041 -0.051 -0.071
H -0.449 -2.498 -1.918 0.015 0.033 0.008
H 0.158 -3.493 0.090 -0.032 -0.014 -0.032
H 1.966 -4.733 1.181 0.008 -0.086 -0.019
H 3.401 -3.629 2.855 0.061 -0.037 0.029
H 3.003 -1.270 3.465 0.031 0.034 0.036
H 1.190 -0.006 2.387 0.005 0.043 -0.009
Cl 0.073 2.690 -3.279 -0.104 -0.101 -0.223
C -1.508 2.012 -3.759 0.008 0.034 0.015
Cl -1.685 0.388 -2.979 -0.138 0.111 -0.329
H -1.514 1.863 -4.835 -0.047 0.036 0.123
H -2.302 2.654 -3.387 0.090 -0.078 -0.040
N 2.675 1.253 0.293 0.074 -0.361 -0.027
C 3.399 2.126 0.993 -0.165 -0.100 -0.131
C 2.661 3.291 1.095 -0.166 0.009 -0.118
C 1.476 3.032 0.423 0.071 0.120 0.102
N 1.487 1.777 -0.062 -0.148 -0.182 -0.089
H 2.877 0.287 0.058 0.007 0.133 -0.015
H 4.371 1.863 1.365 0.144 -0.026 0.061
H 2.946 4.200 1.587 0.032 0.136 0.066
H 0.625 3.668 0.259 -0.097 0.123 0.013
C 3.908 2.292 -3.402 -0.093 -0.078 0.071
O 2.911 1.506 -2.697 -0.300 0.427 0.171
C 2.821 0.225 -2.984 1.105 -0.805 -0.950
S 3.752 -0.634 -4.020 -0.357 0.469 0.332
S 1.617 -0.670 -2.082 -0.749 0.158 0.607
H 3.741 3.309 -3.063 0.044 0.016 -0.020
H 3.752 2.197 -4.475 0.082 0.008 0.036
H 4.898 1.938 -3.123 0.006 0.024 -0.103
```
Forces are in eV/Å.